*i*
ORCA calculation (ωB97M-V/def2-TZVPD) on a structure of composition C5H11NO2.

```
19
Properties=species:S:1:pos:R:3:mulliken_charge:R:1
O -0.50371 3.27789 1.09673 -0.86
C -0.24023 0.58661 2.11927 -0.66
O -0.92487 -2.75294 0.70758 -0.73
C -0.68412 0.19852 0.87898 0.07
C 1.75599 -1.19404 -1.96882 -0.06
C 1.06596 -0.14938 -2.45521 -0.78
C 0.81866 -1.38112 -0.92528 -0.59
N -0.75765 1.07006 -0.15283 -0.13
H -0.14856 -0.15404 2.89897 0.28
H -0.06974 1.63701 2.32019 0.30
H -0.24159 -1.55272 -1.10328 0.52
H 1.32914 0.50782 -3.27539 0.39
H -0.18073 0.89620 -0.99854 0.13
H -1.09384 -0.79528 0.70441 0.63
H 0.99893 -1.76574 0.08323 0.36
H 2.49928 -1.90463 -2.30561 0.35
H -1.46257 -3.46125 1.07555 0.18
H -0.70935 4.21766 1.17726 0.21
H -0.67116 2.07477 0.15596 0.38
```

The HOMO energy comes out at -0.313 Ha. The charge is 0. The value obtained for the HOMO-LUMO gap is 0.1337 Eh.

---

*ii*
ORCA calculation (ωB97M-V/def2-TZVPD) on an isolated molecule of C5H11NO2.

```
19
Properties=species:S:1:pos:R:3:mulliken_charge:R:1
C 0.47233 1.41169 0.04945 -1.76
C -0.39612 0.14918 -0.07110 1.98
C -1.78272 0.62388 -0.58158 -1.74
C -0.62287 -0.52560 1.28958 -1.68
C 0.15209 -0.85559 -1.10925 0.42
O -0.55756 -1.28479 -2.02189 -0.60
O 1.45599 -1.27919 -1.05373 -0.24
N 2.18267 -1.03510 0.18518 -0.46
H 1.36124 1.25759 0.66690 0.39
H -0.08295 2.23325 0.51703 0.44
H 0.80935 1.75267 -0.93604 0.38
H -2.46944 -0.21829 -0.72702 0.36
H -2.25655 1.31311 0.12726 0.46
H -1.69183 1.14648 -1.54150 0.37
H -1.29531 0.06656 1.92107 0.42
H -1.06704 -1.52010 1.16754 0.37
H 0.30491 -0.64964 1.85509 0.39
H 2.45099 -1.98787 0.43922 0.25
H 3.03283 -0.59824 -0.17620 0.25
```

The HOMO energy comes out at -0.371 Ha. The charge is 0. The SMILES is CC(C)(C)C(=O)ON. The value obtained for the HOMO-LUMO gap is 0.3967 Eh.

---

*iii*
ORCA calculation (ωB97M-V/def2-TZVPD) on an isolated molecule of C5H11NO2.

```
19
Properties=species:S:1:pos:R:3:mulliken_charge:R:1
C -0.14509 -0.94228 1.33280 -1.25
C 0.39924 0.27160 0.52974 0.60
C 1.91086 0.35714 0.56386 -1.75
C -0.20294 0.33131 -0.88411 -0.25
N 0.15695 -0.74428 -1.78151 -0.57
C -1.71032 0.37925 -0.78804 0.41
O -2.49126 -0.36927 -1.29091 -0.52
O -2.10911 1.40674 0.02736 -0.45
H -0.55898 -1.70291 0.68358 0.27
H 0.63283 -1.35846 1.95881 0.41
H -0.97021 -0.60372 1.96410 0.29
H -0.00607 1.14133 1.05277 0.32
H 2.25422 0.30660 1.58786 0.43
H 2.39037 -0.42289 -0.02260 0.40
H 2.30190 1.27577 0.12284 0.38
H 0.10297 1.26983 -1.35153 0.42
H 1.14520 -0.76196 -1.99020 0.27
H -0.15852 -1.63097 -1.42218 0.27
H -2.94203 1.79719 -0.29263 0.34
```

The HOMO energy comes out at -0.347 Ha. The charge is 0. The SMILES is CC(C)[C@@H](N)C(=O)O. The value obtained for the HOMO-LUMO gap is 0.3744 Eh.

---

*iv*
ORCA calculation (ωB97M-V/def2-TZVPD) on an isolated molecule of C5H11NO2.

```
19
Properties=species:S:1:pos:R:3:mulliken_charge:R:1
C 2.17600 0.60557 1.17659 -0.74
O 1.13516 0.73153 0.25214 -0.34
C 0.87307 -0.40969 -0.87132 0.17
O 1.73731 -0.40866 -1.94956 -0.49
C -0.49166 -0.12981 -1.28305 -0.94
C -1.49624 -0.05290 -0.37581 1.16
C -1.47296 -0.71320 0.96516 -1.35
N -2.67398 0.58902 -0.68940 -0.55
H 2.21384 -0.37614 1.67448 0.30
H 3.16090 0.78397 0.71535 0.28
H 2.03643 1.34652 1.97732 0.24
H 0.98667 -1.30630 -0.24404 0.21
H 2.64193 -0.51678 -1.63431 0.34
H -0.59685 0.33014 -2.25546 0.23
H -2.47937 -0.95980 1.29957 0.48
H -0.89599 -1.63296 0.94709 0.29
H -0.99780 -0.05170 1.69305 0.25
H -2.63696 1.21721 -1.48015 0.22
H -3.21950 0.95400 0.08237 0.22
```

The HOMO energy comes out at -0.292 Ha. The charge is 0. The SMILES is CO[C@H](O)/C=C(\C)N. The value obtained for the HOMO-LUMO gap is 0.3250 Eh.

---

Quick one: most stable of them? *iii*

---

*i*
ORCA calculation (ωB97M-V/def2-TZVPD) on an isolated molecule of C5H11NO2.

```
19
Properties=species:S:1:pos:R:3:mulliken_charge:R:1
O -1.65446 3.13440 1.11536 -0.53
C -1.00009 2.27731 1.64746 -0.03
N -0.40990 1.20743 0.90262 0.02
C 0.61553 0.36784 1.33133 -0.44
C 0.46548 -1.05926 0.69322 -0.71
C -0.24449 -1.23712 -0.65547 -0.43
C 0.45545 -0.46047 -1.75097 -0.44
O 0.20273 -0.81815 -3.13254 -0.51
H -1.01927 2.27958 2.76509 0.30
H -0.68202 1.30025 -0.12692 0.09
H 1.52523 0.72170 0.78548 0.20
H 0.71854 0.40950 2.50595 0.34
H -0.06289 -1.64737 1.57168 0.29
H 1.38305 -1.68826 0.68030 0.37
H -1.40880 -0.97934 -0.70915 0.22
H -0.18606 -2.30258 -1.07644 0.41
H -0.16252 0.56590 -1.75412 0.20
H 1.44783 -0.34038 -1.62372 0.35
H 0.01666 -1.73098 -3.16916 0.28
```

The HOMO energy comes out at -0.344 Ha. The charge is 0. The SMILES is O=CNCCCCO. The value obtained for the HOMO-LUMO gap is 0.3718 Eh.

---

*ii*
ORCA calculation (ωB97M-V/def2-TZVPD) on an isolated molecule of C5H11NO2.

```
19
Properties=species:S:1:pos:R:3:mulliken_charge:R:1
C 2.35837 0.11997 0.64720 -1.34
C 1.03320 0.03355 -0.05552 0.83
C 1.00922 -0.88910 -1.24625 -1.12
N 0.17324 0.91135 0.27253 -0.48
C -1.15746 1.02285 -0.18678 0.10
O -1.46226 0.45743 -1.43744 -0.52
C -2.05141 0.33997 0.94413 -0.74
O -1.76783 -1.02778 1.00111 -0.53
H 3.03294 0.75816 0.07267 0.29
H 2.81769 -0.86661 0.71620 0.38
H 2.23564 0.56436 1.63449 0.37
H 0.51304 -1.80052 -0.97735 0.26
H 0.45512 -0.44983 -2.07642 0.35
H 2.02413 -1.12905 -1.58256 0.36
H -1.39132 2.09539 -0.22586 0.37
H -2.05038 -0.29751 -1.31152 0.34
H -3.09574 0.45349 0.65363 0.40
H -1.85656 0.84498 1.89730 0.34
H -0.81964 -1.14110 1.26047 0.34
```

The HOMO energy comes out at -0.348 Ha. The charge is 0. The SMILES is CC(C)=N[C@@H](O)CO. The value obtained for the HOMO-LUMO gap is 0.3773 Eh.

---

*iii*
ORCA calculation (ωB97M-V/def2-TZVPD) on a cluster of 2 separate species, C5H11NO2 in total.

```
19
Properties=species:S:1:pos:R:3:mulliken_charge:R:1
C -0.96506 1.07013 1.76744 -0.35
N -0.69420 -0.11823 1.44865 -0.35
C -1.33270 -0.56554 0.13565 -0.60
C -0.27895 -0.53632 -0.98137 -0.89
C 0.99587 0.33385 -0.87788 -0.41
C 0.70367 1.78488 -0.97831 -0.07
O -0.30532 2.32396 -1.35122 -0.47
H -1.61163 1.74711 1.20505 0.26
H -0.58506 1.53687 2.67954 0.28
H -2.17197 0.10067 -0.03898 0.38
H -1.64673 -1.57433 0.38163 0.27
H -0.00713 -1.52639 -1.37077 0.47
H -0.80121 -0.17996 -1.87757 0.40
H 1.50881 0.12628 0.05305 0.31
H 1.76276 -0.00151 -1.58814 0.42
H 1.51005 2.41552 -0.50900 0.34
O 1.72544 -2.44829 0.66013 -0.65
H 1.15146 -1.94947 1.27942 0.32
H 1.04189 -2.53925 -0.03734 0.33
```

The HOMO energy comes out at -0.371 Ha. The charge is 0. The SMILES is C=NCCCC=O.O. The value obtained for the HOMO-LUMO gap is 0.4013 Eh.

---

*iv*
ORCA calculation (ωB97M-V/def2-TZVPD) on a structure of composition C5H11NO2.

```
19
Properties=species:S:1:pos:R:3:mulliken_charge:R:1
O 2.30782 -2.80968 -0.81346 -0.75
C 0.36039 -1.95641 1.44629 -0.75
O -2.13243 0.56952 2.10578 -0.72
C 0.57960 -0.70508 0.95392 0.33
C -0.84677 2.52207 -1.41584 0.00
C 0.01415 1.49566 -1.69063 -0.66
C -1.77077 1.67745 -0.80704 -0.17
N 1.60232 -0.41076 0.04763 -0.28
H 1.27531 -2.65597 1.48770 0.30
H -0.17759 -2.01151 2.29399 0.39
H -2.80404 1.78309 -1.16489 0.27
H 0.86917 1.47565 -2.32284 0.31
H 1.37774 0.11532 -0.78785 0.29
H -0.22347 0.02677 1.21143 0.28
H -1.54505 0.99222 -0.03389 0.01
H -1.10485 3.64843 -1.48683 0.30
H -2.36376 0.47078 3.02699 0.23
H 2.78524 -2.79457 -1.60113 0.24
H 1.79698 -1.43301 -0.44936 0.38
```

The HOMO energy comes out at -0.316 Ha. The charge is 0. The value obtained for the HOMO-LUMO gap is 0.1288 Eh.

---

Quick one: most stable of them? *ii*

---

*i*
ORCA calculation (ωB97M-V/def2-TZVPD) on a cluster of 2 separate species, C5H11NO2 in total.

```
19
Properties=species:S:1:pos:R:3:mulliken_charge:R:1
C -1.11988 -1.78487 1.89648 -0.93
C -0.38191 -1.48112 0.83500 0.49
N 0.95895 -2.03199 0.61144 -0.46
C -0.75856 -0.54506 -0.26249 -0.08
C -1.16595 0.77488 0.34031 -0.58
C -0.88866 2.06112 -0.45194 -0.07
O 0.04719 2.42230 -1.10816 -0.43
H -0.60535 -2.31644 2.72322 0.25
H -2.04504 -1.22484 2.24457 0.28
H 1.18047 -2.76096 1.25961 0.21
H 1.65440 -1.38951 0.27476 0.20
H -1.50480 -0.98520 -0.96031 0.33
H 0.01767 -0.30130 -0.97944 -0.19
H -0.82111 0.98408 1.37870 0.39
H -2.25375 0.84016 0.43154 0.33
H -1.80156 2.71865 -0.41251 0.26
O 2.56198 0.46573 -1.46066 -0.64
H 2.22841 1.36069 -1.62808 0.32
H 1.84904 -0.01780 -1.89662 0.34
```

The HOMO energy comes out at -0.313 Ha. The charge is 0. The SMILES is C=C(N)CCC=O.O. The value obtained for the HOMO-LUMO gap is 0.3409 Eh.

---

*ii*
ORCA calculation (ωB97M-V/def2-TZVPD) on a cluster of 3 separate species, C5H11NO2 in total.

```
19
Properties=species:S:1:pos:R:3:mulliken_charge:R:1
C -0.86799 -2.23318 -0.65999 -1.34
C -0.37119 -0.86641 -0.70655 0.04
C 0.48728 -0.12470 0.05020 -0.36
C 0.68324 1.20267 -0.48969 -0.27
C -0.28095 1.31960 -1.51908 -0.85
N -0.84693 0.01365 -1.68884 -0.03
H -1.88759 -2.35727 -0.79714 0.42
H -0.36386 -2.80733 -1.48575 0.35
H -0.59487 -2.82131 0.36471 0.26
H 0.94805 -0.39408 0.94050 0.62
H 1.36600 1.83227 -0.04651 0.44
H -0.59127 2.14955 -2.09290 0.43
H -1.34001 -0.28264 -2.54529 0.24
O 2.56848 0.96941 2.06339 -0.61
H 2.42462 0.46796 1.30312 0.35
H 3.09127 1.76340 2.01072 0.30
O -1.64640 -0.14732 1.83178 -0.65
H -1.34297 0.73763 1.56100 0.34
H -1.05987 -0.74838 1.39869 0.30
```

The HOMO energy comes out at -0.309 Ha. The charge is 0. The SMILES is Cc1ccc[nH]1.O.O. The value obtained for the HOMO-LUMO gap is 0.3379 Eh.

---

Quick one: most stable of them? *ii*